No. 1
ORCA calculation (ωB97M-V with the def2-TZVPD basis set) on a structure of composition C19H14BrN5O3Pd in a non-equilibrium geometry.

```
43
Properties=species:S:1:pos:R:3:forces:R:3
Pd -0.906921 -0.333624 0.848821 -0.71 0.51 1.39
O 0.506902 -4.371479 1.640315 -0.60 0.88 0.92
C 0.305349 -4.862339 0.432674 0.89 -0.38 -0.87
C 0.340351 -6.227595 0.247627 0.05 -0.98 1.13
C 0.291705 -6.779052 -1.005681 0.72 -1.30 -0.95
C 0.315356 -5.985936 -2.141609 -0.10 1.05 -0.61
C 0.348769 -4.595947 -1.975703 -0.65 -0.71 1.22
C 0.235810 -4.036358 -0.690749 -0.60 0.13 -1.12
C -0.422163 -2.685725 -0.505186 -1.10 -0.46 -0.29
O -0.312767 -2.219196 0.770131 0.57 -0.66 0.26
N 0.039412 -1.682020 -1.485762 -0.16 0.11 -1.00
N -0.502089 -0.472988 -1.130111 0.59 2.72 -1.47
C -0.332806 0.668703 -1.775055 0.83 -3.01 0.52
C -0.455481 2.003629 -1.207834 -0.53 0.96 -0.50
Br -1.746587 1.925668 0.492784 1.58 0.95 -1.68
C 0.075166 3.109182 -1.865285 -2.22 -2.90 0.55
C -0.051197 4.519001 -1.599666 -1.08 0.21 0.35
C -0.365106 5.109076 -0.339188 1.48 1.20 -1.59
C -0.167094 6.487654 -0.293714 0.62 2.03 -0.76
C 0.155539 7.253180 -1.478739 -0.98 -0.53 1.79
C 0.208803 6.631120 -2.692716 0.54 1.94 -0.54
C 0.070846 5.306826 -2.755166 0.26 -2.48 0.47
H 0.266831 -3.387536 1.510941 0.18 -0.38 0.50
H 0.408636 -6.836261 1.164420 0.00 0.19 -0.63
H 0.434447 -7.863681 -1.181770 -0.54 0.64 0.49
H 0.197280 -6.396489 -3.152644 0.47 0.02 0.52
H 0.389525 -3.935702 -2.814867 -0.18 0.16 -0.60
H -1.523855 -2.844295 -0.770090 0.81 0.02 0.39
H -0.156779 -2.030022 -2.449568 0.20 0.91 0.82
H 0.197507 0.549404 -2.719224 -0.11 0.58 -0.16
H 0.410259 2.847146 -2.909754 0.08 0.17 1.39
H -0.592811 4.571701 0.551538 0.06 -0.50 0.34
H -0.116197 7.114877 0.624154 -0.58 -1.02 -0.45
H 0.218783 8.337199 -1.471473 0.28 -0.17 0.49
H 0.499932 7.166713 -3.586087 -0.39 0.25 -0.07
H 0.099754 4.799862 -3.704816 0.29 -0.13 -0.19
O 0.464136 -1.279403 3.649179 -1.52 -0.84 0.82
N 0.003547 -1.409276 4.773321 2.85 2.77 0.79
C 0.299359 -0.386575 5.671182 -2.32 -1.79 -1.45
C -0.028842 -0.347434 7.041052 -0.34 -1.56 3.06
N -0.153835 -0.360192 8.202807 0.09 0.22 -2.26
C 0.383684 0.922406 5.180128 1.77 1.52 -0.92
N 0.666845 2.005771 4.901371 -0.55 -0.33 -0.09
```
Positions in Å, forces in eV/Å.

Properties
* frontier orbital gap (alpha / beta): 5.689 / 4.535 eV
* DFT total energy: -107035.5302 eV
* 2S+1: 3
* HOMO energy (alpha / beta): -7.8 / -7.7 eV
* charge: 0

***

No. 2
ORCA calculation (ωB97M-V with the def2-TZVPD basis set) on a cluster of 2 separate species, C23H20F2N in total in a non-equilibrium geometry.

```
46
Properties=species:S:1:pos:R:3:forces:R:3
C 1.393569 -4.216753 -4.285431 -0.27 -0.48 -0.43
C 1.084917 -3.480185 -3.038466 -0.21 0.08 0.41
C 1.908589 -2.439139 -2.621263 0.91 0.66 0.13
F 3.031502 -2.184718 -3.366370 -1.16 -0.05 0.65
C 1.658922 -1.662414 -1.505859 -0.01 -0.17 -0.07
C 0.578793 -2.002321 -0.639156 -0.03 -0.43 -0.92
C 0.289880 -1.370926 0.595880 0.60 -0.38 0.25
C 1.070806 -0.465456 1.356983 0.39 0.22 0.81
C 2.405745 -0.052510 1.061916 -0.14 0.48 -0.11
C 2.966172 0.983068 1.784662 0.68 -0.16 -0.98
F 4.150816 1.524523 1.356052 -0.96 -0.79 0.51
C 2.390299 1.532262 2.926392 -0.49 -0.20 -0.07
C 3.099369 2.589281 3.683524 -0.03 0.36 0.59
C 1.136589 1.025702 3.309491 0.03 0.04 0.09
C 0.495923 0.061440 2.557203 -0.35 -0.23 -0.47
C -0.264862 -3.078686 -1.061539 -0.07 0.44 0.46
C -0.030844 -3.769145 -2.233797 0.02 -0.07 -0.03
H 0.609442 -4.951672 -4.473672 0.11 0.03 -0.06
H 1.447267 -3.547145 -5.149349 0.06 0.01 0.16
H 2.348767 -4.748596 -4.231399 -0.06 0.17 0.10
H 2.278236 -0.792444 -1.318211 -0.11 -0.28 -0.27
H -0.607061 -1.737485 1.099091 0.01 0.30 -0.22
H 2.987583 -0.524832 0.279307 -0.03 0.28 0.24
H 2.539567 2.823527 4.590847 0.10 0.04 -0.07
H 4.105972 2.275603 3.977882 -0.11 -0.02 -0.16
H 3.206814 3.513173 3.105697 -0.01 -0.19 -0.07
H 0.658417 1.422606 4.208360 0.18 -0.16 -0.30
H -0.490898 -0.309743 2.850937 0.31 0.28 -0.07
H -1.115813 -3.335583 -0.422611 0.28 0.02 -0.31
H -0.713833 -4.561643 -2.549234 0.26 0.23 0.16
C -1.286472 0.928003 -1.008269 -0.20 -0.52 -0.48
C -2.210792 0.331411 -1.858763 0.28 0.85 0.80
N -3.462928 0.824908 -1.548144 0.09 -0.12 0.02
C -3.371169 1.721338 -0.496577 0.81 -0.22 -0.03
C -1.993414 1.805459 -0.125212 -1.02 0.08 -0.29
C -1.627693 2.671713 0.911743 -0.35 0.11 0.24
C -2.631491 3.401854 1.565683 0.48 -0.29 -0.18
C -3.984140 3.292893 1.191555 -0.05 -0.55 -0.64
C -4.367519 2.444034 0.139332 -0.02 0.47 0.59
H -0.210071 0.826695 -1.026447 -0.14 -0.12 -0.20
H -2.073139 -0.366559 -2.678237 -0.02 0.18 0.23
H -4.326972 0.587878 -2.017537 0.33 0.01 0.10
H -0.569987 2.740883 1.181160 -0.38 0.18 0.08
H -2.366916 4.069018 2.386781 -0.04 -0.16 -0.25
H -4.737747 3.872133 1.722639 0.18 -0.14 -0.16
H -5.400194 2.328547 -0.187575 0.15 0.20 0.23
```
Positions in Å, forces in eV/Å.

Properties
* frontier orbital gap: 4.584 eV
* DFT total energy: -31093.7202 eV
* energy above the lowest of the compared OMol25 structures with the same formula, charge and spin: 11.62 kcal per mole
* HOMO energy: -10.4 eV
* charge: +1

***

No. 3
ORCA calculation (ωB97M-V with the def2-TZVPD basis set) on a structure of composition C38H32INO2P2PtS in a non-equilibrium geometry.

```
78
Properties=species:S:1:pos:R:3:forces:R:3
Pt -0.366470 1.299098 -0.144890 1.32 -0.27 -0.05
C 1.787712 -2.137391 1.385092 -0.07 -0.01 -0.12
N 1.166533 -0.929162 0.851291 0.57 -0.33 0.31
P 1.802738 0.163512 -0.302642 -0.74 -0.17 0.93
C 3.463218 0.525577 0.314344 0.13 0.31 -0.09
C 4.548525 -0.350587 0.247780 0.04 0.03 -0.01
C 5.755219 -0.008771 0.840975 -0.04 0.02 0.01
C 5.892244 1.211847 1.494188 -0.02 -0.04 -0.01
C 4.826860 2.099476 1.543543 -0.04 -0.05 -0.01
C 3.615914 1.757723 0.954237 0.04 0.02 -0.02
C 2.001522 -0.906817 -1.748201 0.06 0.17 -0.26
C 3.060135 -0.759729 -2.643037 0.00 -0.03 -0.02
C 3.127733 -1.555257 -3.779417 -0.03 0.00 0.03
C 2.130427 -2.486315 -4.037422 0.02 0.01 0.02
C 1.055542 -2.613953 -3.166006 0.02 0.05 0.07
C 0.983856 -1.820348 -2.029566 0.08 -0.05 -0.05
P -0.290542 -0.294829 1.382319 -0.33 -0.46 -0.46
C 0.001930 0.243415 3.079844 -0.18 0.22 0.09
C -1.080500 0.471718 3.930598 -0.02 0.04 0.05
C -0.867093 0.913375 5.227028 0.02 -0.01 -0.04
C 0.428392 1.130731 5.681632 0.00 0.01 -0.01
C 1.506504 0.928159 4.832246 -0.02 -0.03 -0.09
C 1.294818 0.497863 3.526773 -0.01 -0.01 0.15
C -1.401054 -1.712921 1.529152 -0.14 -0.03 0.13
C -1.491454 -2.467910 2.702528 0.03 0.01 -0.06
C -2.333218 -3.567349 2.762939 0.03 0.01 -0.01
C -3.087462 -3.925715 1.652921 -0.02 0.03 -0.02
C -2.987393 -3.193252 0.478945 0.06 0.06 0.02
C -2.149938 -2.085691 0.414397 0.01 -0.15 0.03
H 2.866241 -2.102646 1.244235 0.03 0.02 -0.01
H 1.396260 -3.030994 0.893561 0.02 -0.01 0.00
H 1.597085 -2.219641 2.456593 -0.01 0.02 0.00
H 4.459514 -1.293058 -0.279186 -0.01 0.00 0.01
H 6.592271 -0.693590 0.788372 -0.02 0.01 0.01
H 6.835401 1.471459 1.959750 -0.02 0.00 -0.04
H 4.938426 3.060916 2.029213 -0.01 -0.04 -0.01
H 2.781143 2.452145 0.979209 0.03 -0.03 -0.01
H 3.831448 -0.020937 -2.459013 -0.01 -0.02 0.01
H 3.958601 -1.444710 -4.464505 -0.03 0.01 0.01
H 2.184806 -3.105048 -4.924745 -0.01 0.02 0.02
H 0.268163 -3.327758 -3.373681 0.01 0.03 0.00
H 0.133815 -1.902670 -1.362209 0.03 -0.03 0.00
H -2.092104 0.299739 3.579207 0.01 0.00 0.00
H -1.710287 1.085790 5.883625 0.01 0.00 -0.02
H 0.595145 1.465389 6.698490 0.00 -0.01 -0.04
H 2.516195 1.101214 5.182422 -0.01 0.02 -0.01
H 2.137897 0.360730 2.860961 0.00 -0.05 0.02
H -0.906605 -2.197373 3.573126 -0.03 0.02 -0.01
H -2.403573 -4.142555 3.677796 0.00 0.02 -0.02
H -3.763147 -4.770870 1.709552 0.05 0.01 -0.02
H -3.576136 -3.469542 -0.386332 0.00 0.00 0.00
H -2.084671 -1.497897 -0.494298 -0.05 0.06 0.01
I -0.965431 0.313646 -7.555056 -0.02 -0.05 -0.09
C -0.626090 1.380704 -5.796926 0.01 0.09 0.08
C -0.964629 2.727288 -5.731681 0.03 -0.03 0.09
C -0.737977 3.427959 -4.555907 -0.05 0.05 -0.14
C -0.192344 2.797439 -3.444281 -0.01 -0.17 -0.01
C 0.152715 1.457852 -3.541379 -0.05 -0.02 -0.12
C -0.057843 0.736202 -4.711062 -0.01 0.12 0.08
C 0.038738 3.628781 -2.207498 -0.07 -0.28 0.65
O 0.251844 4.816217 -2.334834 0.00 0.13 0.01
O 0.010109 3.052279 -1.021065 0.16 0.60 -1.22
H -1.396626 3.224652 -6.589491 -0.01 -0.01 0.01
H -0.976503 4.481658 -4.486249 0.00 -0.04 -0.01
H 0.604404 0.958607 -2.703170 -0.01 -0.05 0.11
H 0.210561 -0.311839 -4.761937 0.02 0.06 0.00
S -2.339692 1.018456 -1.264495 -0.78 0.17 0.19
C -3.723026 0.923101 -0.161834 0.00 -0.02 -0.10
C -4.700501 -0.041886 -0.402706 -0.17 0.05 0.06
C -5.871663 -0.065094 0.350651 0.13 0.00 -0.11
C -6.071317 0.864441 1.360413 0.01 0.00 0.00
C -5.091551 1.817728 1.616249 0.04 -0.05 0.01
C -3.927953 1.848573 0.862565 0.06 -0.03 0.10
H -4.545287 -0.758285 -1.203025 -0.04 0.03 0.06
H -6.632988 -0.807091 0.138001 0.05 0.01 0.01
H -6.985219 0.853021 1.940835 0.01 -0.01 -0.01
H -5.244643 2.553493 2.397296 0.03 -0.02 -0.01
H -3.167688 2.597485 1.052854 -0.04 0.02 -0.03
```
Positions in Å, forces in eV/Å.

Properties
* frontier orbital gap: 6.613 eV
* DFT total energy: -86273.2412 eV
* energy above the lowest of the compared OMol25 structures with the same formula, charge and spin: 2.92 kcal per mole
* HOMO energy: -7.2 eV
* charge: 0

***

No. 4
ORCA calculation (ωB97M-V with the def2-TZVPD basis set) on an isolated molecule of C2H7N3S in a non-equilibrium geometry.

```
13
Properties=species:S:1:pos:R:3:forces:R:3
H -1.062005 2.170691 -0.896561 -0.17 -3.22 -0.69
N -1.037273 1.218637 -1.463662 2.05 -0.44 2.98
C -0.423405 0.144106 -0.967599 0.54 0.69 -2.39
N -0.051514 -0.900146 -1.871360 5.31 -1.00 -3.59
N 0.215840 -0.329587 0.263300 -2.06 4.02 -0.24
C 0.646161 -1.613232 0.739583 2.36 1.57 0.32
S 0.205568 0.857949 1.447809 -1.91 -0.56 2.35
H 0.088570 -0.794060 -2.996240 -1.87 0.76 3.57
H 1.132711 -0.988327 -1.767700 -4.26 0.05 0.35
H 1.431135 -1.295824 1.540914 0.06 -1.11 -2.15
H 0.018290 -1.981708 1.452970 -2.83 -1.39 1.41
H 0.779810 -2.307105 -0.074839 0.73 -0.23 0.19
H -0.903490 0.361570 2.446670 2.04 0.88 -2.11
```
Positions in Å, forces in eV/Å.

Properties
* SMILES string: [H]/N=C(/N)N(C)S
* frontier orbital gap: 9.438 eV
* DFT total energy: -17489.2701 eV
* energy above the lowest of the compared OMol25 structures with the same formula, charge and spin: 83.98 kcal per mole
* HOMO energy: -9.0 eV
* charge: 0

***

No. 5
ORCA calculation (ωB97M-V with the def2-TZVPD basis set) on the ion C2H4F2NO with charge -1 in a non-equilibrium geometry.

```
10
Properties=species:S:1:pos:R:3:forces:R:3
C -0.234231 -1.162040 0.036376 -0.19 0.88 0.89
C -0.337521 0.225164 -0.531016 3.29 1.76 0.17
F 0.316789 0.435521 -1.871414 -1.25 -0.79 1.78
F -1.610995 0.513700 -0.674788 -1.52 0.87 -0.84
N 0.324368 1.473302 0.634790 0.51 0.14 -2.53
O 1.063128 0.830062 1.502615 0.58 -0.83 1.57
H -1.242366 -1.493475 0.305364 0.16 -0.19 -0.39
H 0.336104 -1.894190 -0.473246 0.33 -0.56 -1.01
H 0.283458 -1.023622 0.987702 0.31 0.37 0.31
H 1.101266 2.095579 0.083617 -2.21 -1.64 0.07
```
Positions in Å, forces in eV/Å.

Properties
* SMILES string: CC(F)(F)N[O-]
* frontier orbital gap: 5.974 eV
* DFT total energy: -11108.5871 eV
* energy above the lowest of the compared OMol25 structures with the same formula, charge and spin: 17.82 kcal per mole
* HOMO energy: -1.5 eV
* charge: -1

***

Among the records above, which one has the lowest DFT total energy? C19H14BrN5O3Pd

***

DFT total energy of number 5 (C2H4F2NO)? -11108.5871 eV

***

Which of these has the lowest charge? C2H4F2NO